(1)
{"formula": "C15H18NOPdS4SbSi", "method": "ωB97M-V with the def2-TZVPD basis set", "e_lumo_ev": [4.515, 4.515], "total_charge": -2, "species": ["Pd", "S", "Sb", "S", "S", "S", "C", "N", "C", "C", "O", "H", "H", "H", "H", "H", "H", "H", "C", "C", "C", "C", "C", "C", "Si", "C", "C", "C", "C", "C", "C", "H", "H", "H", "H", "H", "H", "H", "H", "H", "H", "H"], "positions_angstrom": [[-0.09970, -0.77986, -0.29508], [-2.49842, -0.29325, -3.45857], [-2.45786, -0.73473, -1.23508], [0.82527, 1.18178, 0.18726], [-1.28944, -2.79409, -0.78242], [-4.46975, -0.65082, -0.18571], [2.49872, -1.16339, 3.64640], [1.27702, -1.56476, 2.99862], [1.30697, -2.75522, 2.17610], [0.19410, -0.74469, 3.00169], [-0.81253, -0.91430, 2.35591], [2.88343, -1.96435, 4.28749], [2.31510, -0.28468, 4.26364], [3.26811, -0.91197, 2.90958], [1.24418, -3.65751, 2.79571], [2.23536, -2.77843, 1.60005], [0.46093, -2.75025, 1.48869], [0.33782, 0.13249, 3.65598], [1.17862, 1.52436, -5.75568], [1.03367, 0.15017, -5.88991], [1.05607, -0.66019, -4.76112], [1.22540, -0.12410, -3.48235], [1.35302, 1.26286, -3.36360], [1.33476, 2.07745, -4.48995], [1.29908, -1.28506, -2.01120], [3.11280, -1.38010, -1.42198], [3.76588, -0.36241, -0.71713], [5.08978, -0.49946, -0.31919], [5.79524, -1.66717, -0.59835], [5.16703, -2.69089, -1.29114], [3.84168, -2.54203, -1.69780], [1.15305, 2.16243, -6.63251], [0.88475, -0.28924, -6.87022], [0.92045, -1.73062, -4.87370], [1.43195, 1.69875, -2.37222], [1.42677, 3.15201, -4.37585], [1.15893, -2.61464, -2.64151], [3.20350, 0.53080, -0.45496], [5.57029, 0.30440, 0.22817], [6.82414, -1.77840, -0.27316], [5.70294, -3.60744, -1.51292], [3.36160, -3.34841, -2.24333]], "forces_ev_per_angstrom": [[0.392, 0.511, 0.478], [0.046, 0.219, 0.088], [-0.429, -1.160, -0.780], [0.104, -0.173, -0.103], [-0.256, 0.129, -0.017], [0.217, 0.305, 0.221], [0.018, -0.070, -0.057], [-0.021, 0.028, 0.234], [-0.012, 0.006, -0.020], [0.254, 0.167, -0.271], [-0.341, -0.225, 0.266], [-0.020, -0.002, 0.002], [-0.008, 0.021, -0.011], [-0.002, 0.008, -0.021], [0.071, 0.006, 0.009], [-0.026, -0.001, -0.057], [0.006, 0.032, 0.032], [-0.002, -0.025, 0.017], [0.000, -0.026, 0.051], [0.014, 0.007, 0.071], [0.059, 0.039, -0.004], [0.014, 0.180, -0.230], [-0.012, -0.005, -0.105], [0.022, -0.084, 0.025], [-0.012, 0.436, 0.093], [0.146, -0.160, 0.131], [0.062, -0.077, -0.031], [-0.042, -0.037, -0.045], [-0.045, 0.033, -0.009], [-0.100, 0.030, -0.021], [0.052, 0.082, 0.016], [-0.010, 0.010, 0.001], [-0.001, 0.001, 0.002], [-0.014, 0.013, 0.007], [-0.028, -0.018, 0.008], [-0.008, 0.000, 0.000], [-0.072, -0.155, -0.011], [-0.019, -0.048, 0.018], [0.003, 0.007, -0.004], [0.000, 0.006, 0.005], [0.000, -0.008, -0.003], [0.003, -0.002, 0.023]]}

(2)
{"formula": "C15H18O", "method": "ωB97M-V with the def2-TZVPD basis set", "e_lumo_ev": 0.762, "smiles": "CCc1ccc(O)cc1.Cc1ccccc1", "species": ["C", "C", "C", "C", "C", "C", "O", "C", "C", "H", "H", "H", "H", "H", "H", "H", "H", "H", "H", "C", "C", "C", "C", "C", "C", "C", "H", "H", "H", "H", "H", "H", "H", "H"], "positions_angstrom": [[-0.06336, 4.02605, 2.61491], [0.19857, 3.32109, 1.24689], [1.18434, 2.20224, 1.23547], [2.26480, 2.26619, 0.40092], [3.11088, 1.13760, 0.26091], [2.82258, -0.00662, 0.97875], [3.63197, -1.10719, 0.84385], [1.73605, -0.09587, 1.86899], [0.98693, 1.05079, 2.00876], [-0.46288, 5.01157, 2.40469], [0.91475, 4.16776, 3.04895], [-0.67361, 3.42373, 3.27363], [-0.77245, 2.94392, 0.79231], [0.27649, 4.01926, 0.39936], [2.46999, 3.12858, -0.20416], [3.99731, 1.05142, -0.36743], [3.81047, -1.31532, -0.07361], [1.54750, -0.98153, 2.43534], [0.10674, 0.98028, 2.66586], [-1.54940, -3.86845, -3.38082], [-1.71413, -2.94734, -2.20490], [-0.81182, -2.75223, -1.12317], [-0.89566, -1.70281, -0.26384], [-1.99458, -0.84838, -0.28309], [-2.95318, -1.05573, -1.27135], [-2.87792, -2.15598, -2.12391], [-2.48005, -4.16779, -3.84072], [-0.99956, -4.74285, -3.06039], [-0.88384, -3.33385, -4.05493], [0.13848, -3.26564, -1.10923], [-0.21625, -1.53870, 0.60084], [-2.23931, -0.01037, 0.36398], [-3.91253, -0.52892, -1.26004], [-3.69732, -2.30493, -2.82281]], "forces_ev_per_angstrom": [[0.851, -0.365, -1.631], [-2.671, 0.109, -0.756], [-0.249, 0.240, 0.250], [1.424, -1.430, -0.703], [-0.564, 0.151, 0.450], [-0.188, -0.411, 0.014], [0.004, -0.579, 0.486], [1.149, 1.299, -0.714], [-1.258, -0.325, 0.300], [-0.435, 0.043, 0.322], [0.239, 0.120, 0.491], [-0.217, 0.077, 0.131], [0.525, -0.320, 1.211], [1.342, 0.326, 0.591], [-0.075, 0.380, -0.088], [-0.261, 0.582, -0.036], [0.033, 0.215, -0.218], [-0.050, -0.415, 0.172], [0.389, 0.287, -0.251], [1.079, 0.164, 1.083], [-1.393, 0.908, 1.482], [0.912, -0.557, -2.350], [-0.658, 1.473, 2.598], [-1.016, 0.326, -1.218], [-0.872, -1.069, 0.585], [0.817, 0.353, -0.631], [-0.157, 0.154, -0.148], [0.074, -0.459, -0.077], [-0.194, -0.130, -0.546], [-0.032, -0.607, -0.018], [-0.068, -0.446, -1.051], [0.822, -0.221, 0.344], [0.523, 0.222, -0.012], [0.173, -0.096, -0.061]]}

(3)
{"formula": "C15H19AsIrN4O6S", "method": "ωB97M-V with the def2-TZVPD basis set", "e_lumo_ev": -4.202, "total_charge": 1, "species": ["Ir", "O", "As", "O", "O", "C", "C", "C", "C", "C", "C", "S", "O", "O", "O", "H", "H", "H", "H", "H", "C", "C", "C", "C", "N", "N", "C", "H", "H", "H", "H", "H", "H", "H", "H", "C", "N", "C", "C", "N", "C", "H", "H", "H", "H", "H", "H"], "positions_angstrom": [[0.10722, -0.09000, -0.22539], [-0.83875, 1.25992, -1.68533], [-0.69345, 2.61622, -0.48158], [-0.36759, 4.04440, -1.14233], [0.64143, 1.78893, 0.27252], [-2.40774, 2.55938, 0.41403], [-2.96518, 3.82809, 0.48239], [-4.20598, 4.02533, 1.08350], [-4.89517, 2.95482, 1.61457], [-4.35019, 1.67446, 1.55007], [-3.12544, 1.47228, 0.94773], [-2.45673, -0.16850, 1.00775], [-1.07838, 0.11910, 1.53442], [-3.28987, -1.00704, 1.80197], [-2.22569, -0.67095, -0.36543], [-0.63329, 1.57258, -2.57716], [-2.42397, 4.66551, 0.06007], [-4.61999, 5.02300, 1.13238], [-5.85747, 3.10159, 2.08540], [-4.87427, 0.82623, 1.96811], [2.39582, -3.01486, -4.17842], [2.26170, -1.80452, -3.32301], [2.92347, -0.59621, -3.33745], [2.38279, 0.17366, -2.29825], [1.44937, -0.54283, -1.66697], [1.37362, -1.73244, -2.31565], [2.75501, 1.55907, -1.89635], [3.23091, -2.89012, -4.86243], [1.49326, -3.17727, -4.76836], [2.57770, -3.90558, -3.57676], [3.70904, -0.30110, -4.01091], [0.72726, -2.44010, -2.00868], [3.67263, 1.84869, -2.40293], [2.89696, 1.63567, -0.82093], [1.97978, 2.27894, -2.16246], [0.74639, -3.43762, 3.91140], [1.12071, -2.43107, 2.92083], [2.11667, -1.48891, 3.05371], [2.07583, -0.72386, 1.93746], [1.08730, -1.21199, 1.10962], [0.50624, -2.21416, 1.76153], [1.56100, -3.54290, 4.62126], [0.57912, -4.39232, 3.42010], [-0.15456, -3.12490, 4.43416], [2.75315, -1.45444, 3.91952], [2.67755, 0.12064, 1.65288], [-0.33819, -2.78481, 1.40943]], "forces_ev_per_angstrom": [[0.058, 0.177, 0.020], [-0.515, 0.087, 0.436], [0.105, 0.147, 0.478], [0.037, -0.035, -0.090], [0.323, -0.239, 0.023], [-0.011, 0.006, 0.043], [0.028, 0.018, -0.023], [-0.022, -0.020, 0.005], [0.021, 0.008, -0.014], [-0.068, -0.006, -0.108], [0.054, -0.007, -0.052], [-0.375, -0.127, -0.903], [0.160, -0.010, -0.289], [0.158, 0.250, 0.446], [-0.234, -0.425, 0.082], [0.312, -0.351, -0.062], [0.000, 0.003, 0.005], [-0.002, 0.000, -0.003], [0.002, 0.003, 0.005], [0.009, -0.004, 0.008], [0.001, -0.002, 0.000], [0.015, 0.005, -0.011], [-0.021, -0.013, 0.001], [0.110, -0.034, 0.117], [-0.192, 0.341, -0.425], [0.022, 0.000, 0.032], [0.002, -0.015, -0.016], [-0.001, 0.000, -0.002], [0.000, -0.002, 0.002], [0.001, 0.000, 0.000], [-0.001, 0.003, -0.004], [-0.012, -0.004, -0.018], [-0.001, -0.004, 0.001], [0.000, 0.002, 0.007], [0.005, 0.011, -0.009], [0.004, 0.006, -0.017], [0.003, -0.021, -0.012], [0.009, -0.025, -0.004], [0.268, -0.049, -0.212], [-0.276, 0.472, 0.635], [0.125, -0.247, -0.168], [0.001, -0.006, -0.001], [-0.009, 0.000, 0.002], [0.003, -0.003, 0.010], [0.003, 0.013, -0.002], [-0.029, 0.039, 0.035], [-0.067, 0.058, 0.054]]}

Asked for energy relative to the best compared isomer or geometry (same formula, charge and spin) across the records above, the calculation gives 253.17; 105.33; 110.25 kJ/mol in order.